Record 1
Computed, not measured: a 12-piece molecular cluster, C44H66ClO26 overall, with ωB97M-V with the def2-TZVPD basis set.

E_HOMO ... -7.49 eV
Frontier orbital gap ... 8.89 eV
Lowest unoccupied orbital energy ... 1.401 eV

The geometry in ORCA input format:
```
! RIJCOSX wB97M-V def2-TZVPD def2/J DEFGRID3
* xyz -1 1
Cl 0.03015 -0.46442 -0.07084
O -0.72881 -0.00945 -1.24281
O -0.86878 -0.52881 1.04979
O 0.40827 -1.79145 -0.35975
O 1.15550 0.35428 0.28928
O -6.59663 2.37269 -0.11296
C -5.40561 2.59601 -0.23802
O -4.59622 2.10974 -1.32987
C -3.24354 2.33623 -1.08438
C -3.13021 2.40597 0.40064
C -4.44515 3.08229 0.77951
H -2.99406 3.31945 -1.48331
H -2.44211 1.63970 -1.33067
H -2.23489 3.01402 0.53016
H -2.94120 1.42197 0.82975
H -4.29390 4.16142 0.75307
H -4.62074 2.85877 1.83179
O -1.62076 -2.25920 -6.05061
C -2.18584 -1.21805 -5.70639
O -2.98092 -0.49393 -6.43090
C -3.58960 0.64068 -5.81232
C -2.92868 0.62785 -4.40832
C -1.84758 -0.45114 -4.45363
H -4.67317 0.61552 -5.69675
H -3.32367 1.51485 -6.40662
H -3.63368 0.37758 -3.61557
H -2.45271 1.55600 -4.09194
H -1.78758 -0.95341 -3.48812
H -0.88052 0.01757 -4.63584
O 5.29253 3.38048 1.32851
C 5.37596 3.29253 0.12357
O 6.49923 3.62126 -0.56394
C 6.27376 3.44496 -1.90019
C 5.15204 2.47833 -1.92080
C 4.29718 2.92797 -0.80385
H 7.06122 3.03226 -2.53081
H 6.00939 4.39103 -2.37258
H 5.61998 1.49824 -1.82828
H 4.65679 2.63294 -2.87941
H 3.74042 2.08852 -0.38738
H 3.61205 3.76086 -0.96195
O -0.96821 -4.56935 -5.01444
C -0.61131 -4.66211 -3.86320
O -1.26068 -5.44456 -2.98444
C -0.74791 -5.37222 -1.66781
C 0.67666 -4.88624 -1.90156
C 0.46863 -3.93593 -3.12702
H -0.81778 -6.28316 -1.07332
H -1.34655 -4.67016 -1.08744
H 1.36703 -5.72121 -2.02121
H 0.99118 -4.32975 -1.01867
H 1.39059 -3.77531 -3.68585
H 0.11125 -2.93370 -2.89059
O 4.33182 -1.38489 -5.81609
C 3.87101 -1.30191 -4.66154
O 2.59760 -0.96939 -4.43199
C 2.30830 -0.72486 -3.03721
C 3.33151 -1.59815 -2.34381
C 4.55719 -1.43025 -3.32828
H 1.27635 -0.94779 -2.76611
H 2.54492 0.26610 -2.64977
H 3.13650 -2.66606 -2.24558
H 3.63594 -1.09720 -1.42487
H 5.11068 -2.36912 -3.34528
H 5.24030 -0.58541 -3.24046
O 2.89150 4.52305 -4.51833
C 2.04194 4.29319 -3.66008
O 2.06720 3.22796 -2.84039
C 0.89812 3.13213 -2.06493
C -0.00053 4.29871 -2.30292
C 0.69907 5.01511 -3.45131
H 1.22320 3.11432 -1.02468
H 0.37745 2.18287 -2.19100
H -0.23033 4.89123 -1.41736
H -0.94699 3.88747 -2.65392
H 0.78815 6.07257 -3.20244
H 0.06360 5.00533 -4.33685
O -1.54575 1.67373 7.88022
C -1.68944 0.91291 6.96658
O -2.09465 -0.35441 7.23666
C -2.44722 -1.09406 6.01612
C -2.37725 -0.13050 4.88583
C -1.60056 1.09545 5.46129
H -3.43606 -1.51832 6.19020
H -1.69591 -1.86957 5.86705
H -3.36428 0.19715 4.55947
H -1.88237 -0.59434 4.03257
H -2.11821 2.02179 5.21220
H -0.61228 1.29413 5.04665
O 5.08308 1.32784 3.22465
C 4.48732 0.22959 3.21277
O 3.12668 0.26097 3.34294
C 2.68601 -1.15043 3.53554
C 3.70501 -1.91050 2.71588
C 5.01810 -1.16311 3.06216
H 1.72525 -1.34522 3.05900
H 2.57098 -1.37066 4.59684
H 3.48125 -1.86633 1.65000
H 3.57328 -2.95727 2.98975
H 5.76157 -1.00436 2.28103
H 5.52460 -1.35624 4.00781
O 0.16764 -7.01575 3.80556
C -0.36727 -5.95077 3.48739
O 0.21868 -5.20197 2.53320
C -0.27214 -3.86294 2.44979
C -1.58022 -4.04038 3.23018
C -1.61519 -5.34673 3.98661
H -0.42089 -3.69735 1.38275
H 0.32484 -3.09858 2.94724
H -2.41545 -3.94762 2.53598
H -1.52875 -3.21611 3.94155
H -2.47038 -5.98411 3.76192
H -1.60513 -5.20787 5.06768
O 3.43423 4.02775 3.32147
C 2.29199 3.79231 3.00777
O 1.82281 4.06358 1.79433
C 0.46478 3.78182 1.72102
C 0.02253 3.31123 3.13349
C 1.25379 3.21791 3.93460
H 0.22575 2.92063 1.09707
H -0.07880 4.63375 1.31257
H -0.62364 2.43344 3.12540
H -0.59253 4.03846 3.66355
H 1.59222 2.21390 4.19063
H 1.21434 3.77156 4.87269
O -5.34320 -1.47836 -2.73956
C -5.16821 -1.41844 -1.52601
O -6.14707 -1.28192 -0.70633
C -5.70027 -1.28422 0.72967
C -4.34843 -1.97784 0.65344
C -3.85560 -1.55177 -0.72728
H -6.35562 -1.84406 1.39689
H -5.62703 -0.22325 0.96861
H -4.38345 -3.06713 0.63550
H -3.75179 -1.64332 1.50210
H -3.14810 -2.24359 -1.18436
H -3.31886 -0.60390 -0.76686
*
```

Record 2
Computed, not measured: C15H42BF4O7V2 as an isolated structure, with ωB97M-V with the def2-TZVPD basis set.

E_HOMO (spin up / spin down) ... -10.62 / -13.27 eV
Frontier orbital gap (spin up / spin down) ... 7.06 / 9.34 eV
Relative energy (zero: lowest compared OMol25 entry of this formula, charge and spin) ... 119.4 kJ/mol
Lowest unoccupied orbital energy (spin up / spin down) ... -3.559 / -3.923 eV

The geometry in ORCA input format:
```
! RIJCOSX wB97M-V def2-TZVPD def2/J DEFGRID3
* xyz 1 7
V 8.17623 -12.68853 18.09539
V 6.98232 -14.07556 15.42059
O 6.78792 -14.21668 17.49402
H 5.97466 -14.59608 17.81246
O 8.08256 -12.38868 16.04825
H 8.33570 -11.56710 15.63882
B 10.56024 -14.19264 18.25632
F 11.10678 -14.10105 19.51920
F 9.32382 -14.87681 18.26899
F 10.29007 -12.90427 17.70740
F 11.40345 -14.84618 17.34912
C 6.47467 -7.93178 13.23019
C 6.79274 -8.61522 14.55039
C 5.89740 -9.80062 14.87995
O 8.14626 -9.09605 14.53713
H 6.43062 -8.59597 12.37004
H 7.25966 -7.18520 13.07065
H 5.55726 -7.34350 13.29383
H 6.62615 -7.91351 15.37611
H 5.99321 -10.64251 14.19240
H 4.86447 -9.44460 14.89044
H 6.10417 -10.15260 15.89256
H 8.72548 -8.32403 14.57248
C 5.06780 -9.54306 18.68491
C 5.73834 -10.73057 19.34355
C 4.76791 -11.54172 20.16241
O 6.23517 -11.61512 18.26345
H 5.77077 -8.91771 18.12924
H 4.64123 -8.85950 19.42521
H 4.23631 -9.81063 18.02992
H 6.62503 -10.47169 19.91727
H 3.78240 -11.58210 19.67906
H 4.49919 -11.05966 21.10665
H 5.08142 -12.57072 20.31983
H 5.48985 -11.69427 17.65786
C 10.18284 -9.71516 11.65470
C 10.26125 -11.05884 12.38257
C 11.27920 -11.03686 13.52083
O 8.97282 -11.37836 12.94658
H 9.30241 -9.66352 11.01403
H 11.06602 -9.58832 11.02983
H 10.10660 -8.93166 12.40920
H 10.52099 -11.85130 11.68065
H 11.00620 -10.36689 14.33911
H 12.29570 -10.82057 13.18948
H 11.31973 -12.02560 13.98808
H 8.71914 -10.62531 13.51168
C 8.86800 -8.47624 19.17189
C 8.88949 -9.69441 18.27927
C 10.01565 -9.64839 17.24634
O 9.05242 -10.89808 19.07115
H 8.03913 -8.53932 19.88348
H 8.71612 -7.57482 18.57906
H 9.76202 -8.35722 19.79296
H 7.91933 -9.70858 17.77634
H 9.90728 -10.43262 16.50405
H 10.97008 -9.70692 17.77147
H 10.03515 -8.71385 16.68096
H 9.72979 -10.63699 19.71072
C 5.97092 -12.73314 11.59501
C 6.89849 -13.88858 11.97612
C 8.02736 -14.04558 10.95571
O 7.44481 -13.62711 13.28527
H 5.07334 -12.79700 12.22094
H 5.66377 -12.68938 10.55105
H 6.39570 -11.74960 11.81036
H 6.30257 -14.80165 11.97159
H 7.57228 -14.23377 9.98273
H 8.72374 -14.82372 11.26159
H 8.57344 -13.11061 10.82356
H 8.02155 -12.82593 13.16461
*
```

Record 3
Computed, not measured: C4H5N3O in the gas phase, with ωB97M-V with the def2-TZVPD basis set.

E_HOMO ... -9.42 eV
Frontier orbital gap ... 10.36 eV
Structure (SMILES) ... [H]/N=C(\N)c1ncco1
Relative energy (zero: lowest compared OMol25 entry of this formula, charge and spin) ... 196.6 kJ/mol
Lowest unoccupied orbital energy ... 0.946 eV

The geometry in ORCA input format:
```
! RIJCOSX wB97M-V def2-TZVPD def2/J DEFGRID3
* xyz 0 1
C -0.70644 -1.40931 -1.68211
C -1.37371 -1.80443 -0.56498
C -0.26286 -0.04928 -0.01717
C 0.41880 0.98405 0.86736
N 0.05264 -0.31076 -1.25622
N -0.16439 1.36276 1.95758
N 1.58056 1.49059 0.35782
O -1.05022 -0.97890 0.42583
H -0.79817 -1.65009 -2.66817
H -2.23387 -2.54054 -0.58802
H 0.38676 2.11371 2.41302
H 2.01494 1.01115 -0.33632
H 2.13598 1.78105 1.09140
*
```

Record 4
Computed, not measured: C8H14O2Si in the gas phase, with ωB97M-V with the def2-TZVPD basis set.

E_HOMO ... -9.43 eV
Frontier orbital gap ... 10.14 eV
Structure (SMILES) ... CCC(=O)[C@]1(O)C=C([SiH3])CC1
Relative energy (zero: lowest compared OMol25 entry of this formula, charge and spin) ... 386.6 kJ/mol
Lowest unoccupied orbital energy ... 0.710 eV

The geometry in ORCA input format:
```
! RIJCOSX wB97M-V def2-TZVPD def2/J DEFGRID3
* xyz 0 1
C 0.06939 -1.21195 1.42405
C 1.56388 -0.56175 -0.61564
C 1.70310 0.71804 -1.45489
C -0.11517 0.95248 -0.00417
C -1.15386 -1.91793 0.84346
C 0.77723 -0.10030 0.66963
C 0.50980 1.45154 -1.08662
C -2.29662 -1.79796 1.78234
O 0.51327 -1.46967 2.51894
O 1.68742 0.58372 1.43868
Si -0.33981 2.80058 -2.13885
H 0.75565 -1.22687 -1.20270
H 2.38980 -1.19725 -0.29727
H 2.58788 1.32425 -1.20230
H 1.95880 0.43063 -2.52301
H -1.37692 -1.47012 -0.10555
H -0.98441 1.32998 0.35690
H -0.65080 -3.00820 0.65775
H -2.40933 -0.77855 2.05949
H -2.30464 -2.49287 2.57604
H -3.11793 -2.04101 1.21730
H 1.48374 0.27064 2.39790
H -0.12778 2.41174 -3.68011
H 0.44914 4.11692 -2.14870
H -1.57182 2.88388 -1.48266
*
```

Record 5
Computed, not measured: C7H12 as an isolated structure, with ωB97M-V with the def2-TZVPD basis set.

E_HOMO ... -8.58 eV
Frontier orbital gap ... 9.04 eV
Relative energy (zero: lowest compared OMol25 entry of this formula, charge and spin) ... 607.2 kJ/mol
Lowest unoccupied orbital energy ... 0.450 eV

The geometry in ORCA input format:
```
! RIJCOSX wB97M-V def2-TZVPD def2/J DEFGRID3
* xyz 0 1
C 0.62123 2.38176 0.52875
C 0.32316 0.95923 0.23510
C 0.89178 0.08536 -0.89530
C 0.01140 -0.97418 -0.22742
C -1.34548 -1.31722 -0.66426
C -0.31841 -2.43018 -0.27804
C 0.10994 -0.20601 1.14076
H 0.41292 2.96977 -0.36930
H 1.66832 2.55289 0.79960
H -0.00410 2.72007 1.35936
H -1.34193 1.10889 -0.09847
H 0.61164 0.41784 -1.89932
H 1.98140 -0.11202 -0.87921
H -1.59595 -1.32507 -1.72748
H -2.02232 -0.12572 -0.14749
H 0.10483 -3.06265 -1.07757
H -0.33289 -2.92860 0.68732
H 0.96958 -0.61600 1.68796
H -0.74513 -0.09813 1.82503
*
```

Record 6
Computed, not measured: a 2-piece molecular cluster, C9H14 overall, with ωB97M-V with the def2-TZVPD basis set.

E_HOMO ... -8.74 eV
Frontier orbital gap ... 9.80 eV
Structure (SMILES) ... Cc1ccccc1.CC
Relative energy (zero: lowest compared OMol25 entry of this formula, charge and spin) ... 127.9 kJ/mol
Lowest unoccupied orbital energy ... 1.066 eV

The geometry in ORCA input format:
```
! RIJCOSX wB97M-V def2-TZVPD def2/J DEFGRID3
* xyz 0 1
C -1.98033 -2.15565 -1.20767
C -0.50251 -2.13293 -1.61523
H -1.99683 -1.51165 -0.32117
H -2.51675 -1.79608 -2.06971
H -2.46041 -3.07998 -0.93852
H 0.02869 -1.27410 -1.14823
H -0.41414 -2.01349 -2.62215
H -0.08303 -3.08098 -1.31061
C -1.01747 1.41388 -0.55941
C 1.35472 0.75972 -0.14498
C 0.20441 1.48371 0.26724
C 2.32272 0.32397 0.69117
C 0.16467 1.93795 1.59799
C 2.24659 0.68889 2.02700
C 1.18664 1.58278 2.48584
H 1.36518 0.38127 -1.15690
H 3.00659 -0.38760 0.29546
H -0.88342 1.46310 -1.70065
H -1.62698 2.17998 -0.25966
H -0.73301 2.43805 1.94362
H 2.89518 0.26777 2.81443
H 1.04424 2.02830 3.42658
H -1.60473 0.48310 -0.49444
*
```

The records above yield DFT total energy values of -112449.6645; -93493.0939; -10745.5767; -20493.0782; -7447.1381; -9558.8563 eV, respectively.
The records above yield max |F| values of 5.3; 2.7; 4.7; 4.2; 3.9; 3.2 eV Å⁻¹, respectively.